[1]
{
  "formula": "C23H24N2O3",
  "method": "ωB97M-V with the def2-TZVPD basis set",
  "symbols": ["C", "C", "C", "C", "C", "O", "C", "C", "C", "N", "C", "C", "C", "C", "C", "C", "N", "C", "O", "C", "C", "C", "C", "C", "C", "C", "C", "O", "H", "H", "H", "H", "H", "H", "H", "H", "H", "H", "H", "H", "H", "H", "H", "H", "H", "H", "H", "H", "H", "H", "H", "H"],
  "positions_angstrom": [[-4.88, -1.24, -1.56], [-3.62, -1.12, -0.71], [-3.54, -2.31, 0.24], [-3.65, 0.18, 0.09], [-2.38, 0.40, 0.89], [-2.41, 0.98, 1.97], [-1.15, -0.07, 0.30], [-1.12, -0.72, -0.90], [-2.39, -1.07, -1.62], [0.00, -1.10, -1.56], [1.36, -0.83, -1.40], [2.25, -1.62, -2.13], [3.61, -1.39, -2.10], [4.12, -0.35, -1.32], [3.25, 0.43, -0.58], [1.88, 0.21, -0.61], [1.03, 1.01, 0.17], [0.93, 2.34, -0.12], [1.63, 2.84, -0.98], [-0.09, 3.14, 0.63], [-1.07, 3.91, -0.22], [0.01, 4.63, 0.52], [0.12, 0.25, 1.03], [0.83, -0.98, 1.52], [0.57, -2.31, 1.40], [1.62, -2.98, 2.07], [2.44, -2.01, 2.55], [1.97, -0.80, 2.23], [-4.86, -2.15, -2.15], [-5.76, -1.26, -0.93], [-4.97, -0.39, -2.24], [-3.49, -3.25, -0.32], [-2.66, -2.24, 0.88], [-4.42, -2.35, 0.88], [-4.50, 0.21, 0.77], [-3.75, 1.03, -0.59], [-2.27, -2.04, -2.12], [-2.55, -0.32, -2.41], [-0.17, -1.72, -2.35], [1.86, -2.41, -2.75], [4.27, -2.01, -2.68], [5.18, -0.16, -1.29], [3.62, 1.24, 0.03], [-0.47, 2.73, 1.55], [-2.08, 3.98, 0.14], [-0.97, 3.82, -1.29], [-0.25, 5.22, 1.38], [0.83, 5.02, -0.06], [-0.14, 0.85, 1.91], [-0.26, -2.76, 0.90], [1.74, -4.04, 2.18], [3.35, -2.05, 3.11]],
  "mulliken_charge": [-2.15, 2.01, -1.80, -1.45, 0.86, -0.71, 0.15, 0.70, -1.67, 0.28, 0.72, -0.90, -0.79, -0.86, -0.59, -0.20, 0.52, 0.32, -0.68, 0.37, -0.71, -0.69, -0.49, -0.29, -0.37, -0.72, -0.79, -0.40, 0.43, 0.43, 0.44, 0.42, 0.30, 0.47, 0.43, 0.30, 0.67, 0.28, 0.40, 0.41, 0.42, 0.40, 0.46, 0.52, 0.27, 0.26, 0.26, 0.27, 0.98, 0.53, 0.49, 0.50],
  "relative_energy_ev": 2.7645,
  "lumo_ev": 0.44,
  "multiplicity": 1,
  "charge": 0,
  "smiles": "CC1(C)CC(=O)C2=C(C1)Nc1ccccc1N(C(=O)C1CC1)[C@@H]2c1ccco1",
  "homo_lumo_gap_ev": 8.402
}

=====

[2]
{
  "formula": "C6H14N2O",
  "method": "ωB97M-V with the def2-TZVPD basis set",
  "symbols": ["C", "C", "N", "C", "N", "H", "H", "H", "H", "H", "H", "H", "H", "C", "C", "C", "O", "H", "H", "H", "H", "H", "H"],
  "positions_angstrom": [[1.94, 1.01, 1.38], [1.01, 0.09, 1.07], [0.82, -0.50, -0.21], [0.95, -1.96, -0.26], [1.55, 0.08, -1.29], [2.51, 1.56, 0.65], [1.95, 1.44, 2.37], [0.49, -0.46, 1.84], [0.73, -2.28, -1.28], [1.95, -2.29, 0.03], [0.21, -2.39, 0.41], [1.27, 1.06, -1.36], [2.55, 0.04, -1.09], [-1.93, -0.04, -1.43], [-1.59, -0.24, 0.02], [-1.56, 1.28, 0.88], [-1.93, -1.21, 0.65], [-2.27, 0.97, -1.65], [-1.04, -0.21, -2.02], [-2.65, -0.79, -1.73], [-0.89, 1.98, 0.38], [-2.57, 1.64, 0.69], [-1.49, 1.21, 1.96]],
  "mulliken_charge": [-0.90, -0.26, 0.58, -1.04, -0.94, 0.26, 0.28, 0.43, 0.30, 0.34, 0.37, 0.25, 0.25, -1.41, 1.23, -1.35, -0.58, 0.35, 0.32, 0.37, 0.35, 0.47, 0.33],
  "relative_energy_ev": 3.7384,
  "lumo_ev": 0.87,
  "multiplicity": 1,
  "charge": 0,
  "smiles": "C=CN(C)N.CC(C)=O",
  "homo_lumo_gap_ev": 9.573
}

=====

[3]
{
  "formula": "C2H5N3S",
  "method": "ωB97M-V with the def2-TZVPD basis set",
  "symbols": ["C", "C", "N", "N", "N", "S", "H", "H", "H", "H", "H"],
  "positions_angstrom": [[1.37, 0.41, 0.41], [-0.91, 0.77, -0.33], [2.24, 1.12, -0.18], [2.46, -1.22, 0.31], [0.10, 0.22, 0.66], [3.50, 0.05, -0.24], [-0.72, 0.18, -1.19], [-1.81, 0.76, 0.22], [-0.71, 1.69, -0.62], [2.73, -1.59, 1.13], [-0.19, -0.78, 0.97]],
  "mulliken_charge": [0.53, -0.99, -0.38, -0.55, -0.34, 0.08, 0.36, 0.32, 0.41, 0.23, 0.34],
  "relative_energy_ev": 4.8339,
  "lumo_ev": 0.38,
  "multiplicity": 1,
  "charge": 0,
  "homo_lumo_gap_ev": 8.080
}

=====

[4]
{
  "formula": "C4H6NS",
  "method": "ωB97M-V with the def2-TZVPD basis set",
  "symbols": ["C", "C", "C", "N", "C", "S", "H", "H", "H", "H", "H", "H"],
  "positions_angstrom": [[1.30, -1.34, 0.16], [1.57, 0.19, -0.18], [0.23, -0.37, -0.08], [-1.02, -0.12, -0.11], [-2.13, 1.29, 0.17], [-2.60, -0.43, -0.06], [1.40, -1.90, 1.04], [1.53, -1.94, -0.69], [1.96, 0.15, -1.16], [1.86, 0.97, 0.56], [-2.21, 1.76, 1.16], [-1.89, 1.74, -0.80]],
  "mulliken_charge": [-0.59, -0.48, 0.72, -0.14, -0.38, 0.10, 0.31, 0.24, 0.25, 0.28, 0.34, 0.34],
  "relative_energy_ev": 3.9442,
  "lumo_ev": -4.90,
  "multiplicity": 1,
  "charge": 1,
  "smiles": "C1CC1=[N+]1CS1",
  "homo_lumo_gap_ev": 9.404
}

=====

[5]
{
  "formula": "C25H34O4PPdSe2Si",
  "method": "ωB97M-V with the def2-TZVPD basis set",
  "symbols": ["Pd", "C", "Se", "C", "C", "Se", "C", "H", "H", "H", "H", "H", "H", "H", "H", "H", "H", "C", "O", "P", "O", "C", "O", "C", "H", "H", "H", "H", "H", "H", "H", "H", "H", "O", "Si", "C", "C", "C", "C", "C", "C", "C", "C", "C", "C", "C", "C", "C", "C", "C", "C", "C", "C", "H", "H", "H", "H", "H", "H", "H", "H", "H", "H", "H", "H", "H", "H", "H"],
  "positions_angstrom": [[-0.87, -0.93, 0.54], [-2.38, -0.22, 3.45], [-1.17, -1.74, 3.15], [-2.46, -2.89, 2.17], [-1.80, -4.00, 1.36], [-0.92, -3.41, -0.31], [-2.45, -3.39, -1.55], [-3.19, -0.51, 4.11], [-2.76, 0.13, 2.49], [-1.79, 0.56, 3.93], [-3.00, -2.20, 1.52], [-3.12, -3.33, 2.92], [-2.54, -4.75, 1.08], [-1.02, -4.49, 1.94], [-2.79, -2.37, -1.67], [-3.25, -4.01, -1.16], [-2.11, -3.78, -2.50], [2.45, -3.20, 2.08], [1.35, -2.57, 1.41], [1.36, -1.02, 0.97], [1.95, -0.38, 2.31], [2.34, 0.99, 2.36], [2.64, -0.83, 0.01], [2.61, -1.18, -1.36], [2.11, -4.19, 2.38], [2.72, -2.61, 2.95], [3.30, -3.30, 1.41], [2.66, 1.18, 3.38], [1.50, 1.64, 2.10], [3.17, 1.17, 1.67], [2.84, -2.24, -1.49], [3.36, -0.58, -1.87], [1.63, -0.98, -1.81], [-3.02, -0.53, 0.14], [-4.42, -0.28, -0.50], [-5.67, -1.77, -0.55], [-5.48, -2.91, 0.20], [-6.41, -3.94, 0.19], [-7.55, -3.82, -0.58], [-7.75, -2.68, -1.34], [-6.82, -1.65, -1.31], [-4.44, 0.43, -2.25], [-4.69, -0.37, -3.36], [-4.77, 0.17, -4.63], [-4.63, 1.54, -4.81], [-4.36, 2.35, -3.72], [-4.25, 1.79, -2.45], [-5.60, 0.68, 0.70], [-5.80, 0.22, 1.99], [-6.62, 0.91, 2.86], [-7.27, 2.05, 2.42], [-7.07, 2.51, 1.13], [-6.25, 1.82, 0.27], [-4.60, -3.01, 0.81], [-6.25, -4.82, 0.79], [-8.30, -4.59, -0.57], [-8.63, -2.59, -1.96], [-7.01, -0.75, -1.89], [-4.82, -1.44, -3.23], [-4.96, -0.47, -5.48], [-4.70, 1.97, -5.79], [-4.24, 3.42, -3.84], [-4.01, 2.42, -1.61], [-5.32, -0.69, 2.31], [-6.76, 0.56, 3.87], [-7.95, 2.57, 3.08], [-7.55, 3.42, 0.80], [-6.11, 2.17, -0.74]],
  "mulliken_charge": [-0.04, -0.53, 0.07, 0.24, -0.86, 0.02, -0.43, 0.33, -0.06, 0.48, -0.77, 0.69, 0.52, 0.51, -0.19, 0.27, 0.49, -0.74, 0.02, 1.44, -0.34, -0.71, -0.48, -0.63, 0.29, 0.26, 0.28, 0.26, 0.30, 0.29, 0.26, 0.25, 0.26, 0.59, -2.17, 0.83, -0.16, -0.73, -0.66, -0.71, -0.32, 0.57, 0.01, -0.72, -0.49, -0.77, -0.21, 0.64, -0.07, -0.94, -0.58, -0.78, -0.47, 0.25, 0.44, 0.39, 0.44, 0.49, 0.38, 0.41, 0.40, 0.41, 0.52, 0.53, 0.43, 0.39, 0.43, 0.49],
  "lumo_ev": [-2.40, -5.95],
  "multiplicity": 3,
  "charge": 1,
  "homo_lumo_gap_ev": [7.915, 4.357]
}

=====

[6]
{
  "formula": "C20H14Co2N2O6",
  "method": "ωB97M-V with the def2-TZVPD basis set",
  "symbols": ["C", "C", "N", "C", "C", "C", "N", "H", "H", "H", "H", "H", "H", "H", "O", "C", "Co", "C", "O", "C", "O", "C", "C", "C", "C", "C", "C", "C", "C", "C", "Co", "C", "O", "C", "O", "C", "O", "H", "H", "H", "H", "H", "H", "H"],
  "positions_angstrom": [[0.32, -4.10, -0.55], [-0.87, -3.24, -0.54], [-2.10, -3.78, -0.74], [-2.98, -2.76, -0.67], [-4.46, -2.92, -0.77], [-2.24, -1.56, -0.49], [-0.92, -1.89, -0.36], [1.25, -3.53, -0.62], [0.33, -4.73, 0.35], [0.26, -4.77, -1.42], [-4.92, -1.93, -0.73], [-4.74, -3.41, -1.71], [-4.87, -3.53, 0.04], [-2.66, -0.57, -0.47], [-2.69, 0.81, 2.00], [-1.64, 0.45, 1.69], [0.01, -0.04, 1.28], [0.43, 0.74, 2.77], [0.67, 1.26, 3.78], [0.61, -1.72, 1.73], [1.08, -2.65, 2.23], [1.04, 1.11, -0.02], [0.83, 2.55, 0.12], [-0.37, 3.14, -0.33], [-0.64, 4.48, -0.03], [0.29, 5.24, 0.70], [1.49, 4.66, 1.12], [1.77, 3.33, 0.82], [2.13, 0.24, 0.17], [3.02, -0.22, 1.06], [1.40, -0.02, -1.41], [-0.19, -0.03, -2.23], [-1.10, 0.05, -2.93], [2.40, -1.46, -1.56], [3.20, -2.30, -1.67], [2.50, 0.75, -2.57], [3.22, 1.18, -3.36], [-1.10, 2.53, -0.88], [-1.58, 4.92, -0.36], [0.05, 6.27, 0.96], [2.21, 5.23, 1.68], [2.70, 2.87, 1.16], [3.78, -0.92, 0.70], [3.08, 0.26, 2.04]],
  "mulliken_charge": [-1.04, 0.53, -0.93, 0.34, -1.23, -0.48, 0.09, 0.04, 0.19, 0.34, 0.29, 0.27, 0.25, 0.38, -0.44, 0.07, 0.52, -0.09, -0.46, 0.37, -0.43, 0.92, -0.21, -0.16, -0.68, -0.45, -0.61, -0.15, 0.31, -0.61, -0.14, 0.15, -0.44, 0.12, -0.47, 0.27, -0.48, 0.34, 0.32, 0.32, 0.35, 0.33, 0.17, 0.22],
  "relative_energy_ev": 0.9516,
  "lumo_ev": 5.10,
  "multiplicity": 1,
  "charge": -2,
  "homo_lumo_gap_ev": 5.316
}